# 1
Computed, not measured: C39H55FN3O5S2Si2Sn as an isolated structure, with the ωB97M-V functional and the def2-TZVPD basis.

HOMO: -14.62 eV
Kohn-Sham gap: 6.04 eV
Charge: +3
2S+1: 1
E_LUMO: -0.31531 hartree

```
108
C39H55FN3O5S2Si2Sn the ωB97M-V functional and the def2-TZVPD basis
Sn 0.924 -0.958 -0.198
S 4.690 0.720 0.467
S 0.534 -2.021 3.253
Si 2.815 -2.372 -3.482
Si 0.180 -0.321 -4.310
F -2.573 4.757 1.509
O 0.437 -1.289 1.907
O 3.550 -0.039 -0.179
O -0.519 -2.109 -1.207
O -2.470 -2.806 -2.003
O -0.632 0.546 -0.182
N -6.052 7.108 1.652
N -5.322 4.355 1.827
N -4.693 -0.055 -0.075
C 5.935 -0.492 0.859
C 2.901 -5.209 3.922
C 1.570 -0.966 4.334
C -2.782 1.352 0.293
C -4.755 6.707 2.316
C 2.580 -5.061 1.544
C 1.800 -3.926 1.713
C -2.256 2.584 0.718
C 3.941 -0.904 -3.455
C -6.147 -0.341 -0.041
C -1.677 -0.341 -4.184
C 0.969 1.205 -3.597
C -4.171 1.158 0.352
C 6.605 -2.765 1.155
C -6.459 6.132 0.577
C 3.450 -0.154 2.819
C -3.882 -0.978 -0.581
C 1.607 -3.423 2.990
C 4.071 1.063 2.139
C -4.485 3.375 1.291
C -6.562 4.737 1.183
C 2.872 -3.362 -5.079
C 7.889 -2.335 1.466
C 3.006 -3.487 -1.999
C 0.974 -1.875 -3.595
C 2.214 0.224 3.632
C 7.217 -0.049 1.152
C -4.911 5.293 2.853
C 2.131 -4.072 4.104
C 8.195 -0.981 1.467
C -1.823 -2.027 -1.345
C -3.089 3.555 1.178
C -5.003 2.166 0.859
C 0.778 -0.697 -6.061
C 3.135 -5.698 2.643
C -2.509 -0.866 -0.669
C 5.617 -1.842 0.849
C -6.866 0.226 -1.250
C -1.895 0.314 -0.191
H 0.253 0.035 -6.684
H 1.327 -3.472 0.853
H -6.791 7.161 2.359
H 2.101 -4.128 -5.152
H 3.916 -0.339 -4.388
H 1.938 -3.716 5.108
H 9.199 -0.651 1.696
H 1.849 -0.538 -6.175
H 2.328 -1.622 4.761
H 0.851 1.261 -2.513
H -7.381 4.717 1.913
H -4.345 -1.886 -0.948
H -6.065 2.001 0.957
H -7.933 0.026 -1.173
H -4.555 7.430 3.104
H -2.073 -1.300 -3.850
H 3.709 -0.244 -2.617
H 0.514 -1.685 -6.436
H -2.031 0.437 -3.505
H 4.188 -0.644 3.456
H 3.998 -3.945 -2.047
H 3.164 -0.883 2.054
H -6.543 0.044 0.897
H 6.378 -3.823 1.146
H 0.302 -2.733 -3.488
H -6.724 1.304 -1.332
H 2.263 -4.286 -1.983
H -3.988 4.981 3.330
H 4.896 1.502 2.703
H 0.894 -0.652 5.128
H 2.029 1.273 -3.835
H 0.470 2.079 -4.023
H 3.333 1.852 1.969
H 2.470 0.947 4.410
H -5.681 5.294 3.636
H -1.193 2.768 0.648
H -6.243 -1.423 0.013
H 1.482 0.716 2.986
H 2.846 -2.738 -5.970
H -7.406 6.475 0.162
H -6.825 4.039 0.393
H 2.957 -2.923 -1.066
H 3.840 -3.873 -5.060
H -3.985 6.771 1.549
H 3.311 -5.718 4.783
H 7.456 1.008 1.125
H 4.614 -2.157 0.590
H -6.503 -0.234 -2.169
H -2.105 -0.137 -5.168
H 3.734 -6.588 2.509
H 4.968 -1.254 -3.314
H 8.658 -3.058 1.699
H 2.737 -5.459 0.550
H -5.685 6.184 -0.187
H -5.969 8.047 1.259
```


# 2
Computed, not measured: C39H55N6O6RuSSi4 as an isolated structure at a distorted geometry, with the ωB97M-V functional and the def2-TZVPD basis.

HOMO (spin up / spin down): -6.50 / -5.80 eV
Kohn-Sham gap (spin up / spin down): 6.16 / 5.46 eV
Charge: 0
2S+1: 2
E_LUMO (spin up / spin down): -0.01243 / -0.01239 hartree

```
112
C39H55N6O6RuSSi4 the ωB97M-V functional and the def2-TZVPD basis
Ru 0.853 -0.223 0.385
S 2.905 1.480 -1.538
Si 4.353 -1.885 -1.947
Si 1.930 -3.600 2.267
Si 5.044 0.178 1.249
Si 3.145 -0.715 -0.085
O 0.021 1.850 -0.463
O -0.706 0.031 -1.472
O -0.268 -2.268 3.752
O -3.054 5.502 -2.474
O -4.412 4.462 -4.016
O 1.702 -1.996 2.738
N 1.260 2.213 -3.417
N -1.213 -0.680 1.271
N -6.058 -1.508 2.934
N 1.219 1.175 2.447
N -5.817 0.720 2.869
N 1.435 -0.128 -3.126
C -1.842 3.460 -1.774
C -8.078 1.269 3.774
C -9.394 -0.698 4.301
C -0.758 1.269 -1.261
C 0.804 -4.057 0.804
C 4.986 -0.606 -3.227
C -3.263 -1.787 1.834
C -2.579 1.461 -2.942
C -7.227 -0.983 3.410
C 5.530 1.935 0.668
C -5.231 -0.441 2.627
C -1.461 2.663 -6.554
C -1.224 3.684 -5.642
C -3.596 3.530 -3.434
C 3.073 -3.079 -2.757
C -1.961 -1.786 1.408
C 3.766 -3.630 1.768
C -8.391 -1.558 3.883
C 6.636 -0.886 1.159
C -9.237 0.687 4.245
C 0.734 -1.626 3.587
C -3.516 2.178 -3.674
C -0.750 1.479 -6.440
C 1.083 -0.378 4.374
C 4.692 0.255 3.145
C -3.903 -0.566 2.140
C 1.772 1.144 -2.765
C 1.675 -4.776 3.743
C 0.373 2.303 -4.479
C -1.756 2.084 -2.014
C 0.164 1.291 -5.421
C -0.315 3.514 -4.624
C -2.772 4.160 -2.497
C -3.127 0.598 1.944
C 5.871 -2.983 -1.542
C -7.052 0.427 3.353
C -1.831 0.494 1.531
C -4.097 5.693 -3.401
C 0.589 0.923 3.738
H -10.048 1.318 4.581
H 3.908 -3.359 0.729
H 5.480 0.219 -2.721
H 5.695 -1.040 -3.928
H -1.252 1.398 1.380
H 2.227 1.266 2.565
H -2.179 2.798 -7.351
H -0.156 -4.439 1.144
H -0.130 4.308 -3.914
H 0.465 -0.225 -3.415
H 0.607 -0.469 5.351
H 0.620 -3.177 0.173
H 2.075 -2.969 -2.338
H 7.057 -0.878 0.160
H -10.320 -1.108 4.677
H 0.736 0.379 -5.373
H 5.614 0.444 3.690
H -2.477 0.395 -3.082
H 5.707 -3.633 -0.692
H -4.152 1.706 -4.405
H 6.458 -1.919 1.437
H -4.982 6.080 -2.873
H 0.636 -4.834 4.050
H 4.650 2.533 0.455
H -1.472 -2.718 1.170
H 1.257 -4.826 0.187
H -7.957 2.340 3.730
H 2.013 -5.778 3.498
H 4.285 -0.685 3.508
H -0.905 0.689 -7.161
H 2.996 -2.908 -3.827
H -8.516 -2.631 3.928
H 3.362 -4.116 -2.615
H -3.779 -2.731 1.921
H 1.663 -0.819 -2.416
H -1.770 4.612 -5.723
H -3.795 6.420 -4.170
H 6.100 1.876 -0.253
H 0.801 1.739 4.446
H 2.164 -0.332 4.502
H 4.169 -0.183 -3.802
H 4.160 -4.631 1.904
H 2.246 -4.444 4.605
H 0.872 2.048 2.046
H 6.132 2.468 1.399
H 7.396 -0.496 1.830
H -1.190 3.928 -1.057
H -3.577 1.559 2.137
H 4.003 1.048 3.421
H 4.364 -2.955 2.367
H -5.830 -2.483 2.848
H -0.494 0.858 3.602
H 6.754 -2.391 -1.336
H 1.471 3.095 -2.966
H 6.105 -3.617 -2.391
```


no.,E (hartree)
1,-3748.30493
2,-3950.28153